No. 1
Computed, not measured: a cluster of 2 separate species, C29H38FNO5PS in total at a distorted geometry, with ωB97M-V/def2-TZVPD.

LUMO in hartree: -0.119
Molar mass in g mol⁻¹: 562.7
Maximum force in eV/Å: 1.49
DFT total energy in eV: -65254.26004
Spin multiplicity: 1
HOMO in eV: -11.867
Total charge: +1
Orbital gap in eV: 8.6

```
76
Properties=species:S:1:pos:R:3:forces:R:3:mulliken_charge:R:1
C -1.380 -0.940 3.294 0.20 -0.33 -1.14 -1.154
C -1.257 -1.276 2.004 -0.24 0.03 0.74 -0.497
C -0.737 -0.359 0.927 0.35 0.08 0.39 -0.105
C -0.450 -0.982 -0.442 -0.85 0.34 -0.13 -0.035
C -1.565 -1.603 -1.300 0.37 -0.17 -0.19 -1.859
C -2.637 -2.417 -0.594 -0.16 -0.36 -0.36 0.165
P -4.086 -2.672 -1.678 0.07 0.00 -0.35 0.859
O -4.315 -1.500 -2.532 0.03 0.08 0.01 -0.725
O -3.847 -4.038 -2.451 0.11 0.32 0.19 -0.413
C -3.130 -3.956 -3.703 0.02 -0.48 -0.40 -0.111
C -2.344 -5.239 -3.868 -0.21 0.26 0.33 -1.258
O -5.256 -3.111 -0.717 0.18 0.07 -0.02 -0.448
C -5.943 -2.088 0.028 -0.59 -0.02 0.56 -0.280
C -5.539 -2.113 1.491 0.22 -0.08 -0.13 -0.892
N 0.023 0.263 -1.184 1.47 0.08 0.19 -0.151
C -0.430 1.532 -0.461 -0.81 -0.59 -0.44 -0.644
S -1.107 2.751 -1.624 0.00 0.71 0.11 -0.125
C -1.359 1.041 0.686 0.67 -0.18 -0.15 -0.056
C -2.840 1.217 0.458 -0.14 0.41 0.55 0.113
F -3.262 0.382 -0.566 -0.04 -0.07 -0.09 -0.307
C -3.732 1.044 1.688 -0.42 0.20 -0.19 -0.178
C -4.264 2.371 2.261 0.20 -0.41 0.12 -1.421
H -1.134 0.053 3.646 -0.06 0.05 0.14 0.307
H -1.726 -1.679 4.000 0.02 0.07 0.16 0.330
H -1.479 -2.294 1.714 -0.02 -0.01 0.03 0.373
H 0.271 -0.101 1.284 0.07 0.01 -0.01 0.739
H 0.403 -1.649 -0.360 0.09 -0.12 -0.04 0.644
H -1.065 -2.272 -2.003 0.08 0.00 -0.12 0.707
H -2.033 -0.831 -1.909 -0.18 0.05 0.13 0.862
H -3.029 -1.948 0.301 0.08 0.12 0.05 -0.694
H -2.247 -3.406 -0.352 -0.09 -0.06 0.31 0.666
H -2.493 -3.075 -3.748 0.09 0.13 0.19 0.230
H -3.856 -3.851 -4.506 -0.14 0.07 0.01 0.331
H -1.710 -5.193 -4.747 0.00 -0.05 -0.15 0.391
H -1.725 -5.405 -2.989 0.13 -0.04 0.02 0.303
H -3.044 -6.066 -3.946 0.06 -0.18 -0.10 0.334
H -5.822 -1.109 -0.430 0.22 0.05 -0.16 0.329
H -7.001 -2.332 -0.031 -0.03 -0.11 -0.18 0.393
H -6.312 -1.648 2.098 -0.07 0.08 0.05 0.396
H -5.428 -3.146 1.810 -0.06 -0.09 0.10 0.346
H -4.603 -1.592 1.688 0.02 -0.09 -0.01 -0.019
H -0.171 0.251 -2.183 -0.55 -0.06 0.03 0.496
H 1.048 0.287 -1.146 0.00 -0.01 0.02 -0.047
H 0.469 1.939 -0.013 0.08 0.16 -0.09 0.549
H -1.125 2.099 -2.796 0.05 -0.39 0.23 0.209
H -1.075 1.644 1.548 -0.30 0.17 0.15 0.621
H -2.984 2.236 0.102 -0.06 0.03 -0.18 0.546
H -4.591 0.465 1.349 0.07 0.00 -0.10 -0.068
H -3.257 0.459 2.466 0.04 -0.06 0.00 0.016
H -3.684 2.691 3.122 0.08 0.18 0.02 0.353
H -4.262 3.163 1.518 -0.04 0.12 -0.08 0.365
H -5.287 2.230 2.595 -0.09 0.09 0.10 0.410
C 2.832 4.065 -0.918 -0.01 -0.01 0.02 -0.681
C 2.545 2.779 -1.368 0.08 -0.13 0.04 -0.410
C 3.392 1.728 -1.064 -0.27 0.05 -0.03 -0.895
C 4.536 1.950 -0.310 0.10 0.04 0.07 0.131
C 4.836 3.239 0.122 -0.02 -0.06 -0.04 0.242
C 3.979 4.294 -0.178 -0.11 0.03 -0.04 -0.694
C 6.085 3.510 0.900 0.09 0.10 0.09 0.627
O 6.335 4.630 1.283 -0.02 0.00 -0.01 -0.633
C 6.994 2.366 1.180 -0.09 -0.06 -0.07 0.188
C 8.182 2.601 1.859 0.10 -0.01 0.06 -0.597
C 9.036 1.547 2.141 -0.02 -0.05 -0.02 -0.480
C 8.704 0.254 1.753 0.01 0.05 0.02 -0.503
C 7.522 0.012 1.074 0.08 -0.05 0.03 -0.586
C 6.667 1.066 0.779 -0.04 0.10 -0.03 0.196
C 5.416 0.793 0.028 0.04 -0.18 0.03 0.543
O 5.097 -0.331 -0.304 -0.05 0.02 0.00 -0.671
H 2.164 4.884 -1.151 0.00 0.00 -0.02 0.446
H 1.654 2.594 -1.954 0.02 0.18 -0.14 0.952
H 3.186 0.722 -1.415 0.17 -0.05 -0.02 0.649
H 4.220 5.288 0.171 0.09 -0.01 0.03 0.504
H 8.433 3.608 2.162 -0.07 0.04 -0.02 0.484
H 9.963 1.733 2.665 0.01 0.00 0.01 0.412
H 9.371 -0.566 1.979 0.01 -0.01 0.00 0.411
H 7.260 -0.990 0.766 -0.06 0.01 -0.04 0.469
```
Forces are in eV/Å.

=====

No. 2
Computed, not measured: a structure of composition C29H38MgN4O2P2 at a distorted geometry, with ωB97M-V/def2-TZVPD.

LUMO in hartree: -0.020
Molar mass in g mol⁻¹: 560.9
Maximum force in eV/Å: 3.16
DFT total energy in eV: -64761.39018
Spin multiplicity: 1
HOMO in eV: -7.340
Total charge: 0
Orbital gap in eV: 6.8
ΔE to the lowest compared entry with this formula, charge and spin in eV: 0.000

```
76
Properties=species:S:1:pos:R:3:forces:R:3:mulliken_charge:R:1
Mg 0.205 -1.053 -2.261 -1.06 0.18 2.97 1.704
C 2.572 -0.214 -6.298 0.38 -0.45 -0.85 -0.761
C 2.929 0.944 -5.752 1.01 0.33 -1.05 0.205
C 2.467 2.272 -6.289 0.07 0.29 -0.13 -1.286
C 1.010 2.326 -6.805 -0.14 0.81 -0.59 -1.210
C 0.031 1.546 -5.980 -1.20 -0.48 -0.42 -0.017
C -0.159 0.208 -6.009 -0.49 1.10 -0.89 -0.097
C 0.268 -0.613 -7.197 0.95 -0.08 -0.49 -1.206
C 1.755 -0.354 -7.556 -0.07 -0.28 -0.22 -1.067
C -1.595 -1.318 -1.000 -0.99 -1.14 -0.50 -1.395
H 2.920 -1.191 -5.951 0.03 0.66 0.02 0.412
H 3.837 1.024 -5.145 -0.84 -0.25 0.19 0.914
H 3.134 2.574 -7.111 -0.11 -0.10 0.03 0.503
H 2.629 3.058 -5.545 -0.14 -0.16 0.17 0.326
H 0.693 3.386 -6.833 0.17 -0.42 0.16 0.461
H 1.016 2.035 -7.859 -0.25 -0.01 0.19 0.405
H -0.702 2.179 -5.461 0.66 -0.58 0.44 0.609
H -0.807 -0.282 -5.288 -0.27 0.35 -0.29 0.566
H -0.315 -0.358 -8.110 -0.05 -0.16 0.74 0.332
H 0.144 -1.679 -7.010 -0.16 -0.04 0.06 0.323
H 2.173 -1.199 -8.137 -0.28 0.23 0.32 0.526
H 1.840 0.510 -8.233 0.13 -0.41 0.47 0.258
H -1.247 -2.027 -0.250 -0.18 -0.12 0.08 0.471
H -2.592 -1.665 -1.349 0.45 0.08 0.04 0.251
H -1.765 -0.368 -0.457 0.37 -0.24 -0.47 0.231
P -0.833 1.543 -2.155 -1.53 -0.38 -0.83 0.032
P 2.347 1.321 -1.201 0.26 -0.09 1.91 -0.236
N -2.185 1.108 -3.379 1.13 -0.31 -0.09 1.339
N -1.744 2.831 -1.454 -0.64 0.03 0.64 0.957
N 2.845 -0.113 -2.020 1.14 -1.88 -1.95 0.304
N 3.948 1.721 -0.655 0.86 0.83 0.86 0.514
C 0.466 2.401 -3.087 0.69 0.90 -0.53 0.603
C 1.906 2.561 -2.474 0.24 0.33 -0.67 -1.062
C -2.426 -0.242 -3.668 -1.05 0.57 -0.76 -0.753
C -3.493 -0.333 -4.554 1.26 0.67 0.52 -0.967
C -3.852 0.998 -4.912 0.60 0.40 0.80 -0.783
C -3.063 1.866 -4.162 0.12 -0.94 -0.13 -0.649
C -2.903 2.552 -0.707 0.45 1.18 0.23 -0.671
C -3.395 3.743 -0.194 0.87 -0.63 -0.75 -0.617
C -2.530 4.796 -0.646 0.71 -1.09 -0.61 -0.733
C -1.533 4.210 -1.421 -0.67 -0.13 0.73 -0.530
C 2.368 -1.499 -1.911 0.74 0.91 -0.87 -0.986
C 2.810 -2.145 -3.100 0.37 0.80 0.89 -0.557
C 3.696 -1.280 -3.761 0.25 0.01 -0.41 -1.489
C 3.687 -0.072 -3.095 -0.35 -0.89 0.67 0.036
C 5.263 1.684 -1.145 0.00 0.39 0.81 -0.185
C 6.143 1.923 -0.106 -0.93 -0.19 -0.43 -0.610
C 5.366 2.117 1.076 -0.74 -0.09 -0.48 -0.784
C 4.039 1.999 0.726 0.80 0.01 -0.81 -0.472
H 0.080 3.383 -3.402 0.39 -0.19 -0.18 1.014
H 0.608 1.813 -4.009 -0.29 0.10 0.59 -2.263
H 2.658 2.578 -3.285 -0.45 0.16 0.09 0.439
H 1.978 3.546 -1.970 0.04 -0.63 0.07 0.454
H -1.829 -1.043 -3.245 -0.70 0.42 0.10 0.454
H -3.930 -1.249 -4.899 -0.05 -0.16 -0.19 0.496
H -4.578 1.280 -5.656 -0.15 0.12 0.16 0.435
H -3.043 2.943 -4.124 -0.04 -0.01 0.07 0.514
H -3.232 1.535 -0.574 -0.02 0.00 -0.06 0.407
H -4.257 3.851 0.441 -0.03 -0.05 -0.04 0.463
H -2.608 5.842 -0.407 0.00 0.05 -0.08 0.446
H -0.670 4.630 -1.911 -0.10 0.14 0.08 0.421
H 2.444 -1.939 -0.900 -1.10 0.32 -0.62 0.492
H 2.478 -3.117 -3.442 0.46 -0.19 0.36 0.555
H 4.265 -1.463 -4.673 -0.26 -0.05 0.53 0.972
H 4.283 0.805 -3.276 -0.44 -0.04 -0.24 0.540
H 5.497 1.542 -2.184 0.03 -0.01 0.12 0.414
H 7.218 1.943 -0.185 -0.03 0.02 -0.04 0.444
H 5.728 2.313 2.066 0.08 0.06 0.15 0.446
H 3.128 2.129 1.286 0.01 -0.14 0.09 0.464
C 0.949 0.005 2.334 -0.04 -0.36 0.08 -1.281
C 0.570 0.189 0.869 -0.26 1.28 -1.20 0.734
O 0.609 -0.824 0.074 1.01 1.69 0.99 -0.544
O 0.317 1.400 0.509 -0.50 -2.14 0.90 -0.571
H 1.107 -1.045 2.603 -0.05 0.19 -0.17 0.311
H 0.168 0.418 2.977 0.04 0.02 -0.12 0.371
H 1.869 0.563 2.553 -0.18 -0.09 -0.15 0.211
```
Forces are in eV/Å.

=====

No. 3
Computed, not measured: a structure of composition C29H38N4O8PSTl, with ωB97M-V/def2-TZVPD.

LUMO in hartree: 0.132
Molar mass in g mol⁻¹: 838.1
Maximum force in eV/Å: 0.49
DFT total energy in eV: -77852.01316
Spin multiplicity: 1
HOMO in eV: -3.835
Total charge: -2
Orbital gap in eV: 7.4

```
82
Properties=species:S:1:pos:R:3:forces:R:3:mulliken_charge:R:1
Tl -1.513 0.545 1.747 -0.12 -0.28 -0.10 1.131
O -0.288 2.860 1.716 0.10 0.17 -0.04 -0.538
C 0.804 2.738 2.618 0.12 0.02 0.07 -0.978
C 1.749 1.610 2.243 -0.04 -0.05 -0.03 -0.818
N 1.145 0.277 2.257 -0.07 0.02 -0.01 0.634
C 1.216 -0.327 3.584 -0.05 -0.05 -0.06 -0.580
C 0.233 0.307 4.588 0.00 0.04 0.05 0.366
O 0.678 0.625 5.694 -0.02 0.00 0.09 -0.784
O -0.966 0.429 4.179 0.01 0.01 -0.11 -0.667
C 1.741 -0.562 1.221 -0.02 0.00 0.02 -0.976
C 1.333 -0.162 -0.211 -0.22 0.11 0.03 0.377
O 1.944 -0.713 -1.129 0.10 -0.07 -0.10 -0.832
O 0.392 0.686 -0.309 -0.04 -0.02 0.18 -0.132
H 0.007 2.632 0.815 0.07 0.03 -0.10 0.128
H 0.381 2.585 3.610 -0.01 0.04 -0.03 0.434
H 1.385 3.670 2.633 -0.01 0.02 0.01 0.396
H 2.614 1.639 2.922 0.04 0.03 0.00 0.482
H 2.110 1.803 1.230 0.03 0.00 0.01 0.380
H 2.230 -0.274 4.000 0.03 -0.01 0.00 0.281
H 0.935 -1.379 3.486 0.01 -0.01 0.02 0.365
H 1.406 -1.588 1.373 0.00 -0.04 0.01 0.291
H 2.838 -0.570 1.270 0.02 0.00 0.05 0.238
O 0.748 -10.494 2.984 0.06 -0.05 0.05 -0.696
S -0.060 -9.882 1.945 -0.03 0.08 0.03 1.183
O 0.682 -9.138 0.951 0.04 0.00 -0.05 -0.672
O -1.114 -10.729 1.414 -0.05 -0.07 -0.04 -0.696
C -1.006 -8.618 2.860 -0.06 0.04 0.07 0.136
N -1.797 -9.079 3.838 0.05 0.07 -0.07 -0.514
C -2.527 -8.176 4.470 0.02 -0.06 -0.01 -0.278
C -2.493 -6.826 4.164 -0.06 0.01 0.07 -0.664
C -1.616 -6.445 3.162 0.05 0.14 -0.09 0.317
N -0.879 -7.343 2.510 -0.01 -0.11 0.00 -0.373
C -1.470 -5.020 2.738 0.00 -0.11 0.03 1.382
C -1.920 -3.968 3.526 -0.04 0.00 0.01 -1.060
C -1.796 -2.670 3.060 0.03 0.03 0.00 -0.304
N -1.261 -2.369 1.878 0.18 -0.13 0.03 -0.026
C -0.801 -3.379 1.134 -0.12 0.05 0.00 -0.668
C -0.879 -4.708 1.519 0.01 -0.04 -0.02 -0.597
H -3.176 -8.547 5.259 -0.01 0.01 0.00 0.398
H -3.131 -6.121 4.676 0.02 0.00 0.01 0.312
H -2.352 -4.139 4.503 0.00 0.01 0.01 0.260
H -2.117 -1.828 3.665 0.02 0.01 0.01 0.461
H -0.363 -3.107 0.180 0.04 0.01 0.02 0.507
H -0.490 -5.504 0.898 0.00 0.02 -0.01 0.573
C 0.452 5.205 -3.914 -0.07 -0.03 0.00 -1.712
C 0.003 4.890 -2.487 -0.02 -0.06 0.17 2.044
C -1.339 5.570 -2.201 0.02 -0.02 0.03 -1.920
C 1.026 5.510 -1.521 0.04 0.01 0.00 -1.938
P -0.083 3.055 -1.929 -0.09 0.33 -0.35 0.359
C 1.481 2.464 -2.697 0.05 -0.05 0.14 1.088
C 2.598 2.515 -1.862 -0.01 -0.03 0.04 -0.639
C 3.857 2.140 -2.303 -0.01 -0.01 -0.03 -0.668
C 4.026 1.677 -3.599 -0.03 0.01 0.02 -0.744
C 2.924 1.589 -4.436 -0.01 0.02 0.02 -0.675
C 1.669 1.983 -3.991 0.04 0.05 -0.06 -0.081
C -1.495 2.226 -2.887 0.00 -0.07 0.03 1.931
C -1.792 2.715 -4.311 0.00 -0.03 0.04 -1.897
C -1.240 0.708 -2.913 0.04 0.02 0.07 -1.675
C -2.755 2.438 -2.028 0.03 -0.01 0.00 -1.754
H 0.646 6.280 -4.003 -0.02 0.00 -0.01 0.526
H -0.310 4.947 -4.649 0.00 -0.03 -0.02 0.259
H 1.371 4.680 -4.173 0.02 -0.01 0.01 0.258
H -1.224 6.657 -2.280 0.01 -0.01 0.00 0.521
H -1.687 5.342 -1.190 0.00 0.00 0.00 0.357
H -2.114 5.271 -2.904 -0.03 -0.03 -0.04 0.291
H 1.058 6.596 -1.667 0.00 -0.02 -0.02 0.568
H 2.030 5.119 -1.694 0.00 0.00 0.00 0.336
H 0.755 5.313 -0.481 0.01 0.00 -0.01 0.305
H 2.466 2.831 -0.833 0.00 0.00 0.00 0.285
H 4.700 2.173 -1.623 0.00 0.01 0.01 0.391
H 5.003 1.366 -3.948 0.00 -0.03 0.01 0.344
H 3.036 1.201 -5.442 0.00 0.01 0.00 0.416
H 0.837 1.902 -4.674 -0.03 -0.01 0.01 0.125
H -0.910 2.780 -4.944 0.03 -0.04 -0.01 0.228
H -2.273 3.693 -4.316 0.02 0.07 0.02 0.304
H -2.484 2.011 -4.785 -0.03 0.03 0.01 0.530
H -0.287 0.437 -3.365 -0.02 -0.02 -0.03 0.418
H -2.048 0.230 -3.477 0.00 0.02 0.00 0.612
H -1.223 0.303 -1.904 0.06 0.02 0.00 0.099
H -3.093 3.475 -2.036 -0.01 0.03 0.00 0.284
H -2.572 2.150 -0.991 -0.01 -0.04 -0.04 0.175
H -3.568 1.814 -2.414 0.00 0.02 -0.02 0.472
```
Forces are in eV/Å.